Molecular formula: C4H6ClN2O
Method: DFT, ωB97M-V/def2-TZVPD

CARTESIAN COORDINATES (ANGSTROEM)
C (1.575, -0.015, -0.624)
C (0.594, -1.809, 0.479)
C (0.253, 0.853, -0.399)
C (-0.687, 0.197, 0.507)
N (1.456, -1.380, -0.303)
N (-0.483, -1.053, 0.908)
O (-1.704, 0.801, 1.005)
Cl (2.886, 0.655, 0.512)
H (2.029, 0.058, -1.680)
H (0.484, -2.727, 0.888)
H (0.506, 1.857, -0.134)
H (0.059, 0.882, -1.420)
H (-1.102, -1.448, 1.591)
H (-2.035, 1.579, 0.614)

Summary:
Maximum force (Eh/bohr): 0.120
Spin multiplicity: 3
M (g mol⁻¹): 133.6
Electronic energy (Ha): -800.54051
E_LUMO (alpha / beta) (eV): -3.6 / -8.5
Net charge: +1
Orbital gap (alpha / beta) (eV): 7.663 / 6.689
ΔE to the lowest compared entry with this formula, charge and spin (kcal per mole): 0.00

Molecular formula: C4H6ClN2OS
Method: DFT, ωB97M-V/def2-TZVPD

CARTESIAN COORDINATES (ANGSTROEM)
C (1.164, 0.005, -1.224)
C (-0.051, 0.467, -1.638)
C (-0.157, 0.026, 0.446)
C (2.237, -0.346, 0.970)
N (1.095, -0.207, 0.095)
N (-0.883, 0.535, -0.575)
O (-4.115, -0.262, 1.801)
S (-4.019, 0.608, 0.669)
Cl (-4.189, -0.536, -0.877)
H (1.999, -0.166, -1.845)
H (-0.310, 0.722, -2.623)
H (-0.420, 0.045, 1.404)
H (2.977, -0.880, 0.443)
H (2.763, 0.665, 1.034)
H (1.908, -0.677, 1.922)

Summary:
Maximum force (Eh/bohr): 0.076
M (g mol⁻¹): 165.6
Electronic energy (Ha): -1198.77667
E_LUMO (alpha / beta) (eV): -8.5 / -8.5
Net charge: +1
Orbital gap (alpha / beta) (eV): 3.675 / 3.674
ΔE to the lowest compared entry with this formula, charge and spin (kcal per mole): 46.48

Molecular formula: C4H6ClN2P
Method: DFT, ωB97M-V/def2-TZVPD

CARTESIAN COORDINATES (ANGSTROEM)
C (-0.648, 2.303, -0.088)
C (-0.399, 0.801, -0.053)
N (0.715, 0.116, 0.019)
N (0.499, -1.177, -0.063)
C (1.708, -1.969, 0.047)
P (-1.135, -1.743, -0.069)
C (-1.546, -0.052, -0.049)
Cl (-3.179, 0.385, 0.029)
H (-0.677, 2.497, 1.080)
H (-1.633, 2.298, -0.463)
H (0.147, 2.860, -0.584)
H (1.446, -3.045, 0.327)
H (2.362, -1.810, -0.881)
H (2.340, -1.463, 0.749)

Summary:
Maximum force (Eh/bohr): 0.086
Structure (SMILES): Cc1nn(C)pc1Cl
M (g mol⁻¹): 148.5
Electronic energy (Ha): -1067.03248
E_LUMO (eV): 0.4
Net charge: 0
Orbital gap (eV): 9.276
ΔE to the lowest compared entry with this formula, charge and spin (kcal per mole): 8.55

Molecular formula: C4H6ClN3
Method: DFT, ωB97M-V/def2-TZVPD

CARTESIAN COORDINATES (ANGSTROEM)
H (2.491, 2.218, 0.183)
N (1.563, 1.933, -0.094)
C (1.381, 0.693, -0.149)
N (2.248, -0.377, 0.147)
C (1.493, -1.528, 0.125)
N (0.284, -1.431, -0.177)
C (0.053, -0.009, -0.431)
C (-1.057, 0.556, 0.430)
Cl (-2.669, -0.036, -0.019)
H (3.179, -0.285, 0.488)
H (2.033, -2.460, 0.337)
H (-0.150, 0.104, -1.477)
H (-0.919, 0.241, 1.494)
H (-1.149, 1.657, 0.318)

Summary:
Maximum force (Eh/bohr): 0.045
Structure (SMILES): [H]/N=C1\NC=N[C@H]1CCl
M (g mol⁻¹): 131.6
Electronic energy (Ha): -780.47586
E_LUMO (eV): 0.6
Net charge: 0
Orbital gap (eV): 10.125
ΔE to the lowest compared entry with this formula, charge and spin (kcal per mole): 24.76